Formula: C12H19NO
Source: the Open Molecules 2025 dataset
Level of theory: ωB97M-V/def2-TZVPD

Structure (XYZ):
```
33
C12H19NO | the Open Molecules 2025 dataset | ωB97M-V/def2-TZVPD
C 0.84581 2.27421 -1.47214
C 0.85812 1.78860 -0.00987
N 2.29726 1.47619 0.33604
C 3.26528 1.12009 -0.70932
C 2.76545 1.50094 1.64152
C 1.81517 1.76290 2.76847
O 3.94745 1.29897 1.85262
H 1.43086 3.16631 -1.56451
H -0.09309 2.20557 -2.03204
H 0.94314 1.74671 -2.66368
H 0.35380 2.57259 0.56172
H 0.37588 0.88144 0.35542
H 3.42134 0.06467 -0.57045
H 3.21766 0.75010 -1.82514
H 4.12303 1.76828 -0.65267
H 0.87258 2.21872 2.61034
H 1.75077 0.84262 3.40044
H 2.37274 2.33547 3.49656
C -1.99464 -3.25153 1.43259
C -2.42552 -2.40297 0.27763
C -2.22855 -1.02867 0.21145
C -2.22698 -0.21433 -0.90809
C -2.54553 -0.77487 -2.15514
C -2.60875 -2.17853 -2.17935
C -2.57493 -2.95474 -0.99871
H -2.10044 -2.68695 2.36077
H -1.03471 -3.72947 1.39599
H -2.73807 -4.06551 1.65677
H -2.20172 -0.47252 1.16128
H -1.97945 0.81912 -0.72151
H -2.73236 -0.07374 -2.94188
H -2.57294 -2.72896 -3.08860
H -2.59865 -4.03069 -1.02652
```

The total energy comes out at -598.482178 hartree. The SMILES is CCN(C)C(C)=O.Cc1ccccc1. For the energy above the lowest of the compared OMol25 structures with the same formula, charge and spin, the calculation gives 104.2 kcal/mol. The LUMO energy comes out at 0.7 eV. The value obtained for the HOMO-LUMO gap is 0.35208 Eh.